Entry 1:
39
Properties=species:S:1:pos:R:3 method="wB97M-V/def2-TZVPD" gap_ev=9.382 fmax_ev_per_a=2.69 total_charge=+1 lumo_ev=-3.257 total_energy_ha=-1302.75842 spin_multiplicity=1 smiles=C#Cc1nc(N(CCF)[C@H](Cl)CC)[nH][n+]1CCCN
C -0.31666 4.64392 -0.66006
C 0.05508 3.50691 -0.48844
C 0.21842 2.09954 -0.41475
N 0.27704 1.49216 0.74584
C 0.43344 0.17315 0.44323
N 0.52145 -0.82010 1.31152
C 0.74024 -2.18470 0.79195
C -0.60022 -2.96167 0.78015
F -0.54292 -3.85201 -0.28084
C 0.41679 -0.67167 2.76140
Cl -1.00239 0.28559 3.28158
C 1.73494 -0.19327 3.40315
C 1.61738 -0.33769 4.93736
N 0.47933 0.07315 -0.87860
N 0.31868 1.28764 -1.45792
C 0.29485 1.56807 -2.88070
C -0.38072 0.47270 -3.72551
C -1.70094 -0.09847 -3.13370
N -2.89642 0.32474 -3.91448
H -0.66497 5.64997 -0.57826
H 1.27023 -2.19615 -0.16164
H 1.39385 -2.66419 1.52887
H -1.48194 -2.31888 0.70999
H -0.63338 -3.58386 1.68042
H 0.25166 -1.67677 3.15791
H 2.47897 -0.93362 3.07421
H 2.01981 0.80614 3.06993
H 0.76397 -0.96047 5.23456
H 1.48512 0.62860 5.43157
H 2.49351 -0.82017 5.38205
H 0.60519 -0.73270 -1.47321
H 1.30252 1.73175 -3.28424
H -0.24582 2.50466 -3.04818
H -0.59732 0.85665 -4.72666
H 0.29164 -0.38267 -3.89313
H -1.65734 -1.19256 -3.20283
H -1.84184 0.17903 -2.08050
H -3.50617 0.81640 -3.27018
H -3.39507 -0.51916 -4.17186



Entry 2:
39
Properties=species:S:1:pos:R:3 method="wB97M-V/def2-TZVPD" gap_ev="10.234 / 5.488" fmax_ev_per_a=2.19 lumo_ev="-0.251 / -4.984" total_energy_ha=-936.70368 spin_multiplicity=2 de_lowest_kj_mol=153.04
C -3.46671 0.66096 -2.40562
C -2.09879 0.81615 -1.75309
C -2.10352 0.10838 -0.36299
C -1.55171 -1.31167 -0.51861
C -0.00944 -1.23839 -0.69203
O 0.58786 -2.01510 -1.40254
O 0.48394 -0.26598 0.01199
N -1.76341 2.23845 -1.74471
H -3.74064 1.53232 -3.00211
H -3.58344 -0.18237 -3.09366
H -4.33233 0.52968 -1.74719
H -1.32338 0.34423 -2.35699
H -3.08927 0.13981 0.08779
H -1.37490 0.65214 0.21219
H -1.93428 -1.95713 -1.30696
H -1.66852 -1.88495 0.40912
H -2.32970 2.81047 -1.12065
H -0.83074 2.31857 -1.34257
H 2.32873 -1.02585 -3.99177
H 1.85178 -1.49840 -2.61486
O 2.56332 -1.61312 -3.26667
H 3.27240 2.34664 -0.21656
H 1.91429 2.97550 -0.46592
O 2.57904 2.85520 0.21987
H -2.37066 0.84278 2.16277
H -0.81840 1.29405 2.22050
O -1.69699 1.36934 2.59072
H 3.68104 -0.41145 1.22841
H 3.88518 -1.76908 0.47075
O 4.21837 -1.20574 1.17867
H 2.38857 1.88369 2.37273
H 1.28922 0.75677 2.12642
O 1.66622 1.37626 2.75042
H 0.54085 -1.94835 1.32638
H 1.75187 -2.75230 0.77230
O 1.27343 -2.51887 1.57242
H 0.93761 -1.79712 3.30360
H 1.60698 -0.77606 4.18441
O 1.26612 -1.67947 4.20402



Entry 3:
3
Properties=species:S:1:pos:R:3 method="wB97M-V/def2-TZVPD" gap_ev="7.922 / 8.276" fmax_ev_per_a=3.10 lumo_ev="-0.518 / -1.604" total_energy_ha=-794.19579 spin_multiplicity=3
N -0.17596 0.88286 0.00000
P 1.18376 -0.35282 0.00000
S -1.00780 -0.53004 0.00000



Entry 4:
86
Properties=species:S:1:pos:R:3 method="wB97M-V/def2-TZVPD" gap_ev=5.940 fmax_ev_per_a=6.01 total_charge=-1 lumo_ev=1.725 total_energy_ha=-2004.06104 spin_multiplicity=1
N -3.46435 -3.30033 2.57261
C -2.95020 -2.07619 1.84352
C -1.38345 -2.28903 1.42756
C -1.34018 -3.61009 0.51565
C -0.22548 -3.60286 -0.63703
N -0.13365 -2.33718 -1.41316
C -1.35921 -2.04929 -2.20385
C -1.39960 -0.45236 -2.53198
C -1.72625 0.38342 -1.18299
Cl -0.16498 1.02579 -0.38734
C 1.09567 -2.35936 -2.24692
C 1.12526 -3.55426 -3.33830
O 1.68537 -4.68878 -3.10468
O 0.57666 -3.38457 -4.61583
H -2.70963 -3.64469 3.18083
H -3.69934 -4.03956 1.89094
H -3.56739 -2.03517 0.86821
H -3.11479 -1.13541 2.46519
H -0.84610 -2.50188 2.42303
H -1.02334 -1.34057 0.90546
H -1.23785 -4.52263 1.19301
H -2.36299 -3.69944 -0.01686
H 0.79551 -3.80445 -0.13054
H -0.43192 -4.53494 -1.29614
H -2.34088 -2.25344 -1.63596
H -1.43842 -2.63133 -3.19118
H -2.16786 -0.28123 -3.36441
H -0.39922 -0.05979 -2.92151
H -2.32919 -0.25129 -0.44045
H -2.31878 1.30618 -1.51295
H 2.04226 -2.49740 -1.59726
H 1.27783 -1.39386 -2.84286
C 2.09136 4.63478 -1.72025
C 0.73091 4.54690 -2.38211
O 0.46996 3.20883 -2.78325
H 2.87398 4.29959 -2.40627
H 2.30898 5.65924 -1.40982
H 2.13701 3.98395 -0.84227
H 0.69627 5.18148 -3.27115
H -0.05944 4.86904 -1.69700
H 0.49427 2.65675 -1.98750
C -0.86810 8.97645 -1.00077
C -0.77936 7.47857 -0.78431
O 0.47554 7.14314 -0.20556
H -0.06116 9.31782 -1.65434
H -1.82585 9.25021 -1.45013
H -0.75869 9.51168 -0.05275
H -0.86686 6.94891 -1.73469
H -1.57742 7.13057 -0.12039
H 0.54034 7.60905 0.63836
C 3.03037 -6.65793 0.26944
C 3.03476 -7.89000 -0.61245
O 1.74562 -8.09456 -1.17244
H 2.29619 -6.76352 1.07296
H 4.01585 -6.49040 0.71159
H 2.74784 -5.77181 -0.30625
H 3.29599 -8.77689 -0.02996
H 3.75954 -7.78573 -1.42694
H 1.52591 -7.30753 -1.69449
C -2.62328 1.67208 3.52245
C -1.29091 2.24855 3.95840
O -0.22681 1.43484 3.47941
H -2.74260 0.65340 3.90125
H -3.45129 2.28358 3.88746
H -2.68172 1.61554 2.43104
H -1.22753 2.28300 5.04853
H -1.15906 3.26310 3.57319
H -0.28650 1.41795 2.51459
C -4.36856 6.63850 3.24392
C -4.27546 5.14263 3.47150
O -3.02165 4.81101 4.05566
H -3.56083 6.97783 2.59018
H -5.32586 6.90578 2.78984
H -4.26377 7.18089 4.18831
H -4.35869 4.60607 2.52412
H -5.07500 4.79782 4.13517
H -2.95823 5.28160 4.89730
C 6.82196 -4.91197 -2.40613
C 6.34761 -5.11909 -0.98120
O 5.23567 -4.27922 -0.70701
H 7.10462 -3.86856 -2.56821
H 7.68191 -5.54935 -2.62837
H 6.02242 -5.13978 -3.11673
H 7.14185 -4.86973 -0.27370
H 6.05151 -6.16058 -0.81541
H 4.53284 -4.51204 -1.33183



Entry 5:
26
Properties=species:S:1:pos:R:3 method="wB97M-V/def2-TZVPD" gap_ev=11.023 fmax_ev_per_a=5.80 total_charge=+1 lumo_ev=-2.647 total_energy_ha=-443.37330 spin_multiplicity=1 de_lowest_kj_mol=247.31
C -1.42999 0.05361 0.94508
C -1.59575 1.03784 -0.14611
N -0.79222 2.30849 0.14740
C 0.33262 2.53897 -0.94323
C 1.29353 3.60322 -0.53400
H -0.41660 -0.12475 1.42662
H -1.48847 -1.09454 0.74452
H -2.12295 0.04948 1.85674
H -1.26429 0.62971 -1.07400
H -2.71281 1.18469 -0.28458
H -0.16030 2.09147 1.01238
H -1.35950 3.06304 0.38559
H -0.04090 2.71416 -1.89383
H 0.72427 1.51317 -1.03687
H 1.49813 3.49334 0.58182
H 2.35791 3.46859 -0.96484
H 1.04315 4.61559 -0.96128
H 1.22950 -1.48628 0.44721
H 2.29656 -0.58837 1.16012
O 1.39911 -0.58148 0.92138
H 0.69700 -6.38557 -0.67421
H 0.54882 -5.82998 0.75000
O 0.15940 -5.80118 -0.16156
H -0.68659 -3.69447 -0.17489
H 0.45208 -3.56714 -1.15806
O 0.03828 -3.21159 -0.37138



Entry 6:
88
Properties=species:S:1:pos:R:3 method="wB97M-V/def2-TZVPD" gap_ev=9.420 fmax_ev_per_a=2.43 lumo_ev=0.570 total_energy_ha=-1841.61261 spin_multiplicity=1 de_lowest_kj_mol=0.00
C -2.39547 3.92095 -0.24736
C -2.41549 2.41515 -0.00637
C -2.81255 2.06184 1.42473
N -2.02380 2.78989 2.41599
C -2.49225 3.77508 3.17104
N -1.55494 4.27261 3.96138
C -0.45971 3.55009 3.66802
N 0.72565 3.75506 4.24825
C 1.97084 3.05759 3.97002
C 2.19027 1.83276 4.88321
N -0.71859 2.61762 2.73702
C 0.11219 1.52879 2.07658
O -0.05522 0.40493 2.50998
O 0.82481 1.95438 1.16134
H -1.68976 4.39278 0.42847
H -2.14203 4.14505 -1.27512
H -3.39005 4.34618 -0.08230
H -3.18457 2.00164 -0.65862
H -1.47194 1.96122 -0.28735
H -2.75465 0.98590 1.56202
H -3.83519 2.40005 1.56145
H -3.51720 4.09210 3.12149
H 0.74129 4.47221 4.94908
H 2.09792 2.81908 2.92041
H 2.76007 3.76383 4.21620
H 2.94134 2.08417 5.63183
H 1.29122 1.60271 5.44499
H 2.57411 0.97262 4.34498
C -0.06053 -2.18659 -2.11579
C -0.33323 -0.77077 -1.67156
O -1.25177 -0.13312 -2.14735
C 0.57153 -0.18696 -0.61941
H -0.78368 -2.47663 -2.87108
H 0.94262 -2.25457 -2.54238
H -0.14487 -2.86831 -1.27264
H 1.60163 -0.17342 -0.98368
H 0.51314 -0.77938 0.29275
H 0.27131 0.83071 -0.39023
C 2.00166 -1.30025 9.69677
C 2.19688 -0.12026 8.77531
O 3.28630 0.17512 8.34604
C 0.96562 0.67613 8.41362
H 2.96014 -1.78177 9.87455
H 1.58900 -0.96651 10.65007
H 1.32045 -2.02110 9.24225
H 0.51378 1.09413 9.31458
H 0.24330 0.03635 7.90420
H 1.25044 1.48888 7.75103
C -3.18740 -6.45481 -2.33718
C -2.64330 -5.04799 -2.27199
O -1.48931 -4.82950 -1.97814
C -3.60646 -3.93498 -2.59290
H -2.39842 -7.16084 -2.08715
H -4.00730 -6.57139 -1.62699
H -3.55076 -6.66552 -3.34438
H -4.44369 -3.95183 -1.89272
H -3.97821 -4.05170 -3.61065
H -3.09707 -2.97615 -2.50920
C 4.85000 -3.88132 -2.84909
C 5.02412 -2.65344 -3.71068
O 6.11793 -2.24391 -4.01716
C 3.76298 -1.96139 -4.17074
H 5.82715 -4.28056 -2.58808
H 4.31477 -3.62360 -1.93384
H 4.28764 -4.64285 -3.39149
H 3.18653 -1.62571 -3.30718
H 3.15737 -2.64480 -4.76810
H 4.02506 -1.09809 -4.77785
C -3.42437 -2.38240 -6.84816
C -3.48594 -3.85850 -6.54633
O -4.23515 -4.30050 -5.70515
C -2.57069 -4.75909 -7.33825
H -4.12823 -1.85242 -6.21106
H -2.41916 -2.00361 -6.65731
H -3.68489 -2.20344 -7.89243
H -1.53070 -4.47701 -7.16767
H -2.79598 -4.67809 -8.40256
H -2.71469 -5.78991 -7.02305
C 2.09329 6.52230 -1.53017
C 1.36962 5.21467 -1.30801
O 0.17377 5.17429 -1.13780
C 2.20447 3.95824 -1.30501
H 1.37749 7.34096 -1.50753
H 2.83534 6.67686 -0.74542
H 2.59228 6.51302 -2.50025
H 2.95039 4.00672 -0.51034
H 2.70821 3.84279 -2.26675
H 1.56327 3.09757 -1.12968



Entry 7:
85
Properties=species:S:1:pos:R:3 method="wB97M-V/def2-TZVPD" gap_ev=5.628 fmax_ev_per_a=3.14 total_charge=-2 lumo_ev=4.139 total_energy_ha=-3052.31859 spin_multiplicity=1 de_lowest_kj_mol=129.49
Cd 1.04340 0.58421 0.07792
C -2.59236 -2.75595 -1.30949
C -2.07165 -1.38361 -0.78898
N -1.22877 -0.65347 -1.44175
N -0.77243 -1.27752 -2.56977
C 0.43291 -1.60149 -2.62552
S 1.64815 -1.46355 -1.42938
S 0.79653 -2.48946 -4.24292
C 1.93113 -3.67956 -3.53273
C 1.17258 -4.78786 -2.81844
C 1.65179 -5.31573 -1.66572
C 1.00008 -6.37956 -1.04902
C -0.10768 -6.96146 -1.66150
C -0.55020 -6.54215 -2.91541
C 0.04695 -5.40559 -3.45810
C -2.58557 -1.01215 0.58533
C -3.49403 -1.88188 1.16457
C -3.94257 -1.79346 2.47387
C -3.48849 -0.72095 3.23270
C -2.53348 0.15429 2.71560
C -1.98888 0.02895 1.41475
O -1.10530 0.92220 1.05926
H -2.37514 -3.47979 -0.56362
H -2.09562 -3.11239 -2.19927
H -3.65853 -2.77988 -1.55038
H 2.58613 -3.12057 -2.90859
H 2.51339 -4.01033 -4.38134
H 2.41825 -4.77333 -1.09805
H 1.22146 -6.55161 -0.06403
H -0.66912 -7.77655 -1.18940
H -1.41186 -6.95856 -3.35260
H -0.35396 -4.89529 -4.32756
H -3.96969 -2.67267 0.61845
H -4.59635 -2.53450 2.92193
H -3.87306 -0.48790 4.19254
H -2.15569 1.00459 3.25346
C 1.64840 0.93338 3.31627
C 2.52546 1.15987 2.21186
C 2.81979 -0.09313 1.58106
C 2.11271 -1.05642 2.30525
C 1.39802 -0.52075 3.36683
C 0.37421 -1.29079 4.19664
C 2.31139 -2.53680 2.03926
C 4.07979 -0.37081 0.82102
C 3.17808 2.46277 1.82430
C 1.02941 2.04497 4.16389
H 0.77507 -2.09299 4.78308
H -0.45015 -1.61870 3.64874
H -0.03955 -0.68539 5.03828
H 3.25236 -2.78468 1.57175
H 1.59809 -2.84243 1.24735
H 2.16222 -3.21880 2.91234
H 4.80734 -0.75880 1.54355
H 4.43536 0.55979 0.45972
H 3.95586 -1.07889 -0.04605
H 2.53406 3.30514 1.70378
H 3.73549 2.36987 0.90314
H 3.97359 2.82639 2.57932
H 1.05715 2.97876 3.64454
H 1.47398 2.34931 5.12476
H -0.03898 1.82537 4.18909
C 1.38300 2.45486 -1.13282
C 1.14276 3.32788 -1.93250
C 0.66993 4.03494 -3.10431
C 0.05218 3.33137 -4.13931
C -0.52669 3.95124 -5.23463
C -0.55836 5.38393 -5.34762
C 0.05765 6.08193 -4.27938
C 0.70410 5.39979 -3.25901
H 0.09731 2.22218 -4.13087
H -0.93180 3.33894 -6.03183
H -1.16426 5.77939 -6.12386
H -0.02126 7.14933 -4.16853
H 1.23566 5.98846 -2.46405
C -1.23490 4.24038 0.35345
N -1.79092 5.02260 1.45802
C -2.75108 4.52813 2.30632
N -3.10497 3.23634 2.17501
S -3.42192 5.67320 3.31721
H -0.50679 4.85068 -0.19096
H -2.03580 3.86614 -0.35674
H -0.66071 3.38827 0.71154
H -1.77471 6.05407 1.46031
H -2.59069 2.52825 1.62466
H -3.81928 2.86600 2.79334



Entry 8:
21
Properties=species:S:1:pos:R:3 method="wB97M-V/def2-TZVPD" gap_ev=8.686 fmax_ev_per_a=5.09 total_charge=+1 lumo_ev=-4.141 total_energy_ha=-1555.07367 spin_multiplicity=1 smiles="CSC1(SC)NC(=S)NC1=[NH2+]" de_lowest_kj_mol=0.00
C 0.09493 -0.36893 2.55271
S -0.96978 -0.93443 1.16919
C -0.23144 0.02317 -0.29520
S -1.37795 1.02641 -1.29322
C -2.33993 1.97241 0.06621
N 0.98402 0.70012 0.07789
C 2.15117 0.20914 -0.44640
S 3.68082 0.66686 -0.42773
N 1.70794 -0.90576 -1.28896
C 0.44937 -1.08925 -1.30513
N -0.14768 -2.00840 -1.98691
H -0.03980 0.61307 2.67193
H 1.09280 -0.52199 2.45628
H -0.36161 -1.07946 3.28659
H -1.84106 2.88617 0.14809
H -2.27596 1.37715 0.85333
H -3.29611 2.16048 -0.30236
H 1.12686 1.13328 0.97387
H 2.30465 -1.27701 -2.01543
H -1.07066 -1.89987 -2.36845
H 0.35944 -2.68315 -2.52630



Entry 9:
62
Properties=species:S:1:pos:R:3 method="wB97M-V/def2-TZVPD" gap_ev="5.910 / 6.306" fmax_ev_per_a=0.76 total_charge=-1 lumo_ev="2.325 / 2.323" total_energy_ha=-4889.45450 spin_multiplicity=4 de_lowest_kj_mol=21.15
V 0.51340 -0.70281 0.11978
S 2.09404 -2.61739 0.24349
C 2.46553 -2.83792 -1.45290
C 3.68597 -3.41916 -1.83785
C 4.02892 -3.61443 -3.16093
C 3.15644 -3.24622 -4.18088
C 1.93460 -2.69296 -3.83574
C 1.59992 -2.47956 -2.50511
S -0.00633 -1.82961 -2.08862
C -0.04065 -0.32727 -3.11470
C -0.97774 0.70539 -2.52967
C -1.19192 1.91347 -3.18993
C -2.06860 2.81883 -2.62440
C -2.71829 2.49593 -1.44089
C -2.44884 1.27137 -0.84621
C -3.11875 0.86833 0.44127
S -2.07684 1.34428 1.85357
C -2.16097 0.02544 3.03449
C -2.47148 0.42081 4.33495
C -2.41002 -0.47443 5.38981
C -2.05192 -1.79073 5.12351
C -1.76263 -2.18814 3.83275
C -1.79802 -1.30370 2.74672
S -1.45520 -1.88926 1.13858
N -1.58470 0.40985 -1.38989
H 4.37528 -3.70481 -1.05304
H 4.98815 -4.05836 -3.40073
H 3.41642 -3.39926 -5.22020
H 1.22548 -2.42700 -4.61137
H -0.35863 -0.56236 -4.13249
H 0.97473 0.07066 -3.14872
H -0.67734 2.12930 -4.11749
H -2.25469 3.77220 -3.10465
H -3.41859 3.17969 -0.97962
H -3.22706 -0.21516 0.46931
H -4.08898 1.36226 0.50934
H -2.75304 1.45244 4.50808
H -2.64248 -0.15082 6.39640
H -1.99256 -2.51384 5.92870
H -1.47182 -3.21150 3.63175
Cl 6.20098 2.75706 3.17195
C 4.69427 1.98555 2.73445
C 3.76940 1.68500 3.74962
C 2.58526 1.08766 3.43877
Cl 1.42761 0.74668 4.68118
C 2.22211 0.71413 2.09174
O 1.11902 0.14872 1.87683
C 3.18871 1.06377 1.08909
C 2.98976 0.84129 -0.31905
O 2.03709 0.29883 -0.87482
C 4.40636 1.68866 1.43695
H 3.99456 1.93172 4.77827
H 3.80000 1.22068 -0.96524
H 5.11311 1.93064 0.65239
N 1.62063 4.43144 -0.04085
C 0.70289 3.52496 0.46404
N 0.15816 3.87619 1.67509
O 0.42053 2.49918 -0.12017
H 1.52151 5.39695 0.22366
H 1.84574 4.26562 -1.00767
H 0.71743 4.43716 2.29579
H -0.35282 3.11467 2.10175